(1)
A cluster of 2 separate species, C11H10ClFN2 in total. Source: the OMol25 dataset; level of theory: ωB97M-V/def2-TZVPD.

Last column: Mulliken spin population.
Element x y z (Å)
C: 2.03864 2.07386 -1.96345  0.057
C: 1.62067 0.79023 -2.07467  0.131
C: 3.11809 2.10423 -1.06565  0.233
C: -1.06007 -2.26579 -0.02087  0.017
C: 1.57314 -0.56357 -1.74494  1.199
C: -0.59221 -0.73823 -0.43859  -0.001
C: -1.13555 -1.54451 -1.30350  0.171
C: -2.16929 -1.94613 0.98993  0.014
C: -2.09846 -0.39178 1.17169  0.002
C: -0.97804 0.31850 0.55998  -0.024
C: 0.20923 0.69662 1.63447  -0.003
N: 3.41686 0.86839 -0.62960  -0.085
N: 2.58019 0.09129 -1.15331  0.231
F: -1.78825 -1.69615 -2.47780  0.012
Cl: 3.98114 3.37994 -0.43088  0.035
H: 1.76818 3.10186 -2.31024  0.004
H: -0.20014 -3.00116 0.11230  0.007
H: -3.07288 -2.34385 0.62587  -0.003
H: -1.87010 -2.51975 1.95999  0.002
H: -2.99177 -0.01878 0.70406  0.001
H: -2.16155 -0.13769 2.21696  0.001
H: -1.43592 1.23209 0.07233  0.002
H: -0.33832 1.31289 2.42346  0.000
H: 0.91868 1.35451 1.11123  -0.001
H: 0.66771 -0.15702 2.03122  0.001

Forces on atoms 1 to 6 (eV/Å):
-0.8674 2.3133 -0.8852
0.5585 0.6241 0.3764
0.7898 -2.0486 0.7768
2.0906 1.2170 -1.1174
-1.8776 -0.9618 -0.3079
-0.1365 -0.6805 -0.4862

Computed properties:
HOMO level (alpha / beta), eV: -5.88 / -8.89
Spin multiplicity: 3
Electronic energy, a.u.: -1094.25304

=====

(2)
A structure of composition C24H22Cl3FeI2N3O2. Source: the OMol25 dataset; level of theory: ωB97M-V/def2-TZVPD.

Last column: natural (NBO) charge in e.
Element x y z (Å)
Fe: 0.09768 -0.29735 -0.47814  1.087
I: 4.19524 -4.96773 3.32657  0.122
C: 2.63717 -3.93154 2.40557  -0.204
C: 1.52708 -3.55134 3.14531  -0.254
C: 0.50847 -2.85169 2.52736  -0.242
I: -1.14464 -2.22156 3.63458  0.133
C: 0.54275 -2.50720 1.16494  0.412
O: -0.41069 -1.82778 0.60347  -0.799
C: 1.68794 -2.91625 0.44364  -0.164
C: 1.74095 -2.57645 -1.01592  -0.229
N: 1.80711 -1.09934 -1.21123  -0.601
C: 2.99400 -0.47927 -0.58482  -0.266
C: 2.64631 0.19110 0.74402  0.243
C: 3.60483 0.64992 1.63432  -0.244
C: 3.19555 1.19308 2.83849  -0.144
C: 1.83895 1.25058 3.13141  -0.243
C: 0.94342 0.78930 2.18947  0.066
N: 1.34082 0.29606 1.01333  -0.464
C: 2.71579 -3.61440 1.05915  -0.217
H: 1.45874 -3.79003 4.19728  0.234
H: 2.60519 -3.05846 -1.48520  0.189
H: 0.83477 -2.90327 -1.52769  0.245
H: 1.76075 -0.91462 -2.20907  0.409
H: 3.75317 -1.23967 -0.38280  0.218
H: 3.43905 0.25077 -1.26428  0.226
H: 4.65460 0.55740 1.38994  0.227
H: 3.92600 1.55052 3.55150  0.225
H: 1.48002 1.63076 4.07670  0.230
H: -0.12451 0.77699 2.36681  0.222
H: 3.57682 -3.92141 0.47794  0.216
Cl: -6.12611 -3.28171 -2.52958  -0.015
C: -4.53977 -2.57139 -2.38451  -0.072
C: -4.29231 -1.64548 -1.38850  -0.229
C: -3.03071 -1.09193 -1.29409  -0.116
Cl: -2.73386 0.09857 -0.04390  -0.002
C: -1.96308 -1.41660 -2.15616  0.388
O: -0.79037 -0.87999 -2.08076  -0.800
C: -2.28678 -2.37306 -3.14404  -0.112
Cl: -1.02664 -2.85865 -4.24372  -0.012
C: -3.53773 -2.94067 -3.26731  -0.233
H: -5.06886 -1.35778 -0.69508  0.235
H: -3.72716 -3.66909 -4.04224  0.238
C: -0.40783 4.91730 0.32358  -0.587
C: -1.29767 4.07036 -0.59301  -0.162
C: -2.66607 3.82789 0.05439  -0.589
C: -1.45720 4.73615 -1.96333  -0.587
C: -0.64234 2.76047 -0.78449  0.440
N: -0.13429 1.74442 -0.93740  -0.415
H: -0.86783 5.89722 0.45187  0.220
H: 0.58448 5.05274 -0.10639  0.220
H: -0.30022 4.45282 1.30352  0.220
H: -3.14076 4.79319 0.23274  0.218
H: -2.56644 3.30971 1.00770  0.221
H: -3.30728 3.23105 -0.59160  0.233
H: -1.96182 5.69311 -1.82891  0.219
H: -2.05557 4.11839 -2.63153  0.228
H: -0.48909 4.91582 -2.42989  0.220

Forces on atoms 1 to 6 (eV/Å):
-0.3810 0.4035 0.5135
0.0373 -0.0227 0.0215
0.0115 -0.0022 0.0307
0.0369 -0.0217 0.0199
-0.0907 0.0025 0.1450
0.0203 -0.0093 -0.0083

Computed properties:
HOMO level (alpha / beta), eV: -7.25 / -7.21
Relative energy (zero: lowest compared OMol25 entry of this formula, charge and spin), eV: 0.313
Electronic energy, a.u.: -4482.23445

=====

(3)
A cluster of 2 separate species, C2H4OS2 in total. Source: the OMol25 dataset; level of theory: ωB97M-V/def2-TZVPD.

Last column: natural (NBO) charge in e.
Element x y z (Å)
C: 0.87531 -1.43984 -0.13605  -0.167
C: -0.24957 -1.24466 -0.55629  -0.278
O: 1.24535 1.29378 1.25948  -0.908
S: -0.43973 2.04617 -1.32435  -0.322
S: -0.16609 1.62263 0.91043  0.973
H: 1.86263 -1.55345 0.13534  0.235
H: 0.26248 1.24823 -2.13327  0.151
H: -1.07368 -1.18548 -1.08981  0.217
H: -0.66633 0.24432 0.80060  0.099

Forces on atoms 1 to 6 (eV/Å):
-3.0912 0.5417 -1.2373
5.4316 -1.0776 2.3699
-0.9282 0.7091 -0.0863
-0.5902 0.7652 1.0948
1.0800 -2.3980 -1.4054
1.3715 -0.1507 0.6706

Computed properties:
HOMO level, eV: -9.64
Relative energy (zero: lowest compared OMol25 entry of this formula, charge and spin), eV: 4.019
Electronic energy, a.u.: -950.06098

=====

(4)
A cluster of 10 separate species, C13H48N18O12Si in total. Source: the OMol25 dataset; level of theory: ωB97M-V/def2-TZVPD.

Last column: Löwdin charge in e.
Element x y z (Å)
C: 4.66339 -0.70945 0.12835  -0.071
C: 4.70125 0.46652 -0.85991  -0.280
O: 3.65148 0.34121 -1.80168  -0.248
C: 2.69918 1.40255 -1.72740  -0.327
Si: 1.63471 1.44809 -0.15589  0.770
C: -0.16628 0.91000 -0.42432  -0.310
O: -0.33606 -0.28445 -1.16935  -0.245
O: -0.01849 -1.39898 -0.31178  -0.020
H: 4.34921 -0.39404 1.10441  0.048
H: 3.99276 -1.43945 -0.28208  0.071
H: 5.63348 -1.17555 0.14966  0.065
H: 5.62249 0.37283 -1.41615  0.111
H: 4.73135 1.43308 -0.37893  0.112
H: 3.16123 2.36154 -1.90150  0.078
H: 2.04236 1.26144 -2.57307  0.080
H: 1.62113 2.84560 0.33701  -0.030
H: 2.25881 0.66106 0.92920  -0.019
H: -0.78297 1.68469 -0.84068  0.090
H: -0.57957 0.72487 0.56251  0.061
H: 0.43965 -1.99597 -0.90094  0.098
N: -4.46444 0.66699 3.62344  0.157
C: -3.63873 0.67516 2.53411  -0.675
N: -2.94696 -0.48328 2.32466  0.176
O: -3.51901 1.65730 1.80830  -0.003
H: -4.55845 -0.12568 4.23924  0.057
H: -4.98957 1.50050 3.80928  0.106
H: -2.32839 -0.51387 1.53692  0.082
H: -3.03063 -1.28868 2.91517  0.080
N: 4.21143 2.22336 -6.01410  0.170
C: 4.35147 0.87064 -5.95654  -0.675
N: 4.20312 0.32716 -4.71492  0.168
O: 4.59538 0.19682 -6.95698  -0.010
H: 4.01589 2.80035 -5.21308  0.096
H: 4.32071 2.65302 -6.91010  0.090
H: 4.29691 -0.66482 -4.62988  0.102
H: 4.00700 0.86836 -3.89313  0.060
N: -3.95615 0.52501 6.73593  0.178
C: -3.89988 -0.82085 6.54207  -0.626
N: -4.17355 -1.59726 7.62135  0.174
O: -3.61992 -1.32288 5.44552  -0.039
H: -4.18426 0.94386 7.61543  0.103
H: -3.74888 1.12364 5.95586  0.062
H: -4.14166 -2.60385 7.48926  0.060
H: -4.40374 -1.22205 8.51997  0.099
N: -3.36248 -4.10802 4.72346  0.166
C: -3.85586 -4.85720 5.75029  -0.659
N: -4.00895 -6.18924 5.47881  0.150
O: -4.13887 -4.38283 6.84783  0.004
H: -3.12714 -4.49471 3.82934  0.098
H: -3.23458 -3.11483 4.89315  0.060
H: -4.36399 -6.77177 6.21118  0.103
H: -3.78054 -6.59961 4.59364  0.097
N: 8.45141 4.12472 -8.66961  0.140
C: 7.44244 3.48989 -7.98627  -0.680
N: 6.96214 2.35005 -8.57825  0.159
O: 7.00695 3.90636 -6.92724  0.018
H: 8.82085 3.79402 -9.53868  0.085
H: 8.82636 4.95899 -8.26403  0.096
H: 6.22899 1.84792 -8.10301  0.073
H: 7.31050 1.99365 -9.44589  0.089
N: -0.98522 -7.01230 5.88646  0.151
C: -0.46584 -7.94499 5.03195  -0.683
N: 0.01829 -9.08133 5.62930  0.145
O: -0.43853 -7.77824 3.82333  0.015
H: -1.02139 -7.13030 6.87981  0.096
H: -1.34784 -6.17207 5.48079  0.078
H: 0.40497 -9.78509 5.03198  0.100
H: 0.00296 -9.23329 6.61831  0.089
N: -2.83703 3.62330 3.91408  0.167
C: -2.96487 4.20284 5.13814  -0.670
N: -2.97655 5.57236 5.16186  0.151
O: -3.06603 3.51633 6.14885  0.002
H: -2.76426 4.13294 3.05532  0.099
H: -2.82560 2.62350 3.88101  0.064
H: -3.07105 6.01693 6.05338  0.099
H: -2.89509 6.13655 4.33944  0.092
N: -0.51257 3.09285 -5.31667  0.156
C: 0.42163 3.96755 -5.77996  -0.676
N: 0.14811 4.51593 -7.00586  0.142
O: 1.43958 4.25288 -5.15479  -0.007
H: -1.33832 2.85477 -5.82938  0.080
H: -0.36632 2.66493 -4.42364  0.080
H: 0.81194 5.16581 -7.37972  0.097
H: -0.67306 4.29715 -7.53399  0.087
N: -3.94632 -0.32963 -4.80972  0.144
C: -2.86996 -0.01099 -4.02359  -0.654
N: -2.70007 -0.83246 -2.94370  0.167
O: -2.14745 0.94117 -4.29669  0.012
H: -4.55873 -1.09705 -4.61728  0.089
H: -4.11653 0.24217 -5.61294  0.098
H: -1.93479 -0.66719 -2.29942  0.071
H: -3.31804 -1.59702 -2.75659  0.093

Forces on atoms 1 to 6 (eV/Å):
0.2540 0.7128 -0.5943
0.4370 -1.1624 -0.0126
-0.3608 0.5948 0.0335
-0.3460 -0.5784 0.0396
0.2377 0.2957 0.1680
0.7678 -0.3884 1.1209

Computed properties:
HOMO level, eV: -9.07
Relative energy (zero: lowest compared OMol25 entry of this formula, charge and spin), eV: 0.305
SMILES string: CCOC[SiH2]COO.NC(N)=O.NC(N)=O.NC(N)=O.NC(N)=O.NC(N)=O.NC(N)=O.NC(N)=O.NC(N)=O.NC(N)=O
Electronic energy, a.u.: -2702.37760